1.
Here is C50H56BCsN15O3 as an isolated structure from the Open Molecules 2025 dataset. Energies are from the ωB97M-V functional and the def2-TZVPD basis.

Results
highest occupied orbital energy: -0.095 Ha

```
! wB97M-V def2-TZVPD RIJCOSX def2/J DEFGRID3
* xyz -1 1
H -5.808 -4.060 2.950
C 2.836 -1.186 3.021
H -4.511 -5.523 1.218
N 2.965 3.558 0.171
C 3.719 -1.839 3.903
C -3.362 8.363 -2.435
C -4.837 -2.753 0.510
N -0.687 8.355 -3.562
H -2.727 5.252 1.701
C -5.055 7.136 -1.265
N 2.694 -1.521 1.765
C -0.620 -1.918 4.691
C -2.890 4.262 1.303
C -3.267 2.397 -3.447
N 0.675 8.152 -3.709
H -3.024 9.236 -2.976
H 4.448 4.872 0.615
H -5.735 1.165 -3.558
C -2.863 2.197 0.889
H -6.683 -3.893 0.476
H -3.479 3.069 -2.612
Cs 0.168 -0.622 0.128
C 1.018 0.631 -3.478
H 0.480 -5.332 -3.535
H -6.070 7.063 -0.891
C -3.661 -4.868 1.435
H 1.738 5.465 -0.964
H -2.193 2.402 -3.625
H -3.229 -3.138 -0.893
H -2.963 -4.909 0.601
C 1.474 2.832 1.436
H 0.319 -3.061 3.255
C -4.711 4.861 -0.344
C 0.696 -4.280 -3.384
H 1.792 -4.690 -1.595
C 0.486 -1.990 -4.035
N -2.037 -0.445 -2.030
H -4.603 -4.260 -1.062
O -2.974 -2.605 1.883
C -2.806 0.250 -2.536
C 4.057 -3.924 -0.626
O -0.090 6.701 -2.246
N 2.450 3.715 1.413
C 1.458 -3.915 -2.271
C -1.274 0.495 4.230
C 1.772 -2.580 -1.971
C 2.316 6.615 -2.688
C 3.430 -2.544 1.263
N 1.329 2.132 0.278
C -4.939 -3.398 2.990
C -1.099 7.488 -2.701
C -2.863 6.186 -1.500
C 3.824 5.237 -1.415
C 4.352 -3.261 2.066
H -1.669 -2.156 4.906
H -5.309 1.506 -1.856
H -1.336 2.421 3.559
N -0.732 1.862 4.160
H 5.431 6.741 -3.994
H -3.781 2.739 -4.347
C 0.279 0.330 -4.638
H -5.360 9.070 -2.138
N -3.737 4.012 0.294
H -0.542 -0.300 6.100
H -2.698 1.113 1.013
C -4.314 -3.228 -0.846
C -0.378 -0.445 5.025
H 0.667 -0.195 4.829
N -0.287 -2.255 3.307
H -0.372 -3.642 -5.136
C 0.217 -3.355 -4.274
C 4.853 5.600 -2.274
C -4.170 6.087 -1.038
C 3.246 -2.894 -0.139
H -5.216 4.216 -1.064
H 2.536 2.273 -1.479
H 2.222 -0.363 3.372
N 2.400 -2.135 -0.869
H -5.268 -0.155 -2.467
C -2.462 7.327 -2.193
H 5.569 -5.395 -0.259
H -4.299 -3.714 3.816
O -4.449 -1.384 0.669
H -0.019 -2.532 5.370
H -5.465 5.170 0.384
N -2.316 3.153 1.702
H -2.162 5.380 -1.319
N 1.484 -0.270 -2.653
H -4.734 -2.583 -1.621
H 3.149 7.654 -4.363
C 2.284 2.608 -0.485
H 5.163 -3.407 4.060
H 4.919 3.626 -0.533
C -6.355 -2.851 0.532
C 5.124 -4.311 1.515
B -3.198 -1.287 1.359
H 0.857 2.664 2.307
H -1.401 0.121 3.211
H -6.762 -2.319 -0.331
H -0.564 -1.271 -5.774
H -1.130 -2.438 2.767
H -0.072 1.126 -5.284
C 3.354 6.981 -3.543
C 0.990 7.183 -2.920
N -3.739 2.678 0.034
H -2.284 0.475 4.665
C 1.241 -1.584 -2.902
C 0.015 -0.980 -4.904
C 2.548 5.746 -1.627
N -3.695 1.039 -3.139
H 1.222 1.672 -3.234
H 5.823 -4.848 2.144
H -6.769 -2.399 1.432
H -3.152 -5.253 2.321
C 4.971 -4.608 0.187
C 4.116 4.312 -0.259
H -0.762 2.295 5.077
C -4.659 8.263 -1.967
C 4.622 6.471 -3.330
H 3.788 -1.518 4.935
C 4.468 -2.873 3.420
H -5.270 -2.379 3.190
C -4.122 -3.444 1.699
H 3.989 -4.188 -1.673
C -5.084 0.884 -2.728
H 5.845 5.191 -2.120
*
```

These are the Mulliken partial charges, in e, on atoms 1 to 99:
1. H 0.323
2. C -0.265
3. H 0.345
4. N 0.945
5. C -0.780
6. C -0.903
7. C 1.793
8. N -0.523
9. H 0.436
10. C -0.889
11. N 0.394
12. C -0.680
13. C -0.240
14. C -0.777
15. N -0.477
16. H 0.521
17. H 0.305
18. H 0.301
19. C -0.400
20. H 0.324
21. H 0.086
22. Cs 1.498
23. C 0.212
24. H 0.359
25. H 0.441
26. C -2.089
27. H 0.717
28. H 0.253
29. H 0.341
30. H 0.347
31. C -0.720
32. H 0.211
33. C -1.327
34. C -0.916
35. H 0.592
36. C 1.545
37. N -0.248
38. H 0.305
39. O -0.937
40. C 0.133
41. C -0.572
42. O -0.250
43. N -1.034
44. C -0.621
45. C 0.380
46. C -0.233
47. C 0.069
48. C -0.144
49. N 0.133
50. C -2.107
51. C 0.505
52. C 0.114
53. C 0.700
54. C 1.228
55. H 0.186
56. H 0.214
57. H 0.226
58. N -0.448
59. H 0.395
60. H 0.362
61. C -0.901
62. H 0.397
63. N 0.585
64. H 0.368
65. H 0.182
66. C -1.754
67. C -0.706
68. H 0.196
69. N 0.285
70. H 0.341
71. C -1.086
72. C -0.865
73. C 0.757
74. C -0.302
75. H 0.326
76. H 0.488
77. H 0.391
78. N -0.113
79. H 0.133
80. C 0.067
81. H 0.346
82. H 0.491
83. O -1.012
84. H 0.421
85. H 0.517
86. N -0.148
87. H 0.770
88. N -0.054
89. H 0.353
90. H 0.506
91. C -0.596
92. H 0.363
93. H 0.481
94. C -2.023
95. C -0.974
96. B 0.386
97. H 0.670
98. H -0.185
99. H 0.463

2.
Here is C50H56BCsN15O3 as an isolated structure from the Open Molecules 2025 dataset. Energies are from the ωB97M-V functional and the def2-TZVPD basis.

Results
highest occupied orbital energy: -0.093 Ha

```
! wB97M-V def2-TZVPD RIJCOSX def2/J DEFGRID3
* xyz -1 1
O -4.937 -3.824 2.875
N 5.548 -1.022 -0.095
C -3.003 0.650 0.769
H 5.256 2.842 4.258
C -6.798 -6.421 1.053
H 4.861 -0.711 1.848
C 0.971 2.548 -5.174
C 3.277 -3.033 -2.312
H 2.036 5.205 3.058
C -3.823 -2.950 6.274
H -5.893 -2.813 -2.077
O 1.597 2.596 2.313
H 5.265 3.642 1.764
C -3.517 -4.229 -2.842
C -1.334 4.946 1.363
H 1.707 -2.743 -3.610
C -2.461 0.552 4.184
H -1.944 4.974 2.256
H 2.362 -2.160 0.052
C 6.675 -1.299 -0.967
H 3.797 5.018 3.086
N -5.925 -5.607 3.674
C -2.896 -0.711 4.888
C -5.806 -4.406 0.175
C 2.682 3.155 3.066
H -7.344 -6.140 -2.273
C 5.798 -0.941 1.340
O 3.228 1.015 2.285
C 1.404 3.847 -7.221
C -6.261 -4.724 -1.088
C 0.997 4.971 -5.116
H -3.097 -3.705 -1.998
C 1.592 6.594 -0.199
H -3.637 -5.942 -5.453
C 4.818 1.926 3.849
H 0.864 5.904 -4.587
C 2.012 5.486 -2.305
N 0.570 3.679 -3.084
H -3.206 1.328 4.360
C -3.817 -5.334 -4.580
H 4.304 1.393 4.648
B 1.867 1.261 1.919
N 2.382 -2.193 -3.094
H 0.703 -0.668 -4.664
C -1.547 -0.258 1.970
H 6.180 -1.902 1.689
C -7.258 -6.748 -0.213
H 7.376 -0.458 -1.015
H -1.502 0.902 4.569
C -0.295 5.805 1.180
H 0.085 -1.954 -0.056
H 4.021 2.991 0.669
H 1.464 1.404 -8.342
H -3.778 -1.609 3.158
N -3.355 1.004 1.987
C 1.280 1.382 -7.274
C -5.990 -3.874 -2.306
H -2.407 3.285 0.488
H 2.882 4.731 1.589
H 6.315 -1.517 -1.970
Cs 0.422 1.303 -1.520
C 0.848 0.254 -5.228
C -6.081 -5.240 1.244
H 2.640 5.387 -3.180
H -6.996 -7.055 1.906
C 1.801 -3.066 -0.192
C -3.578 -1.709 4.218
N -2.396 0.428 2.748
H 2.165 2.040 4.853
C 0.494 5.731 0.009
H 3.208 7.070 -1.497
C -5.659 -4.926 2.609
N -1.883 -0.111 0.706
C 1.077 0.204 -6.615
C 2.292 3.078 4.543
N -5.337 -4.920 4.729
H 1.619 3.868 -8.283
H 3.030 3.561 5.190
H -0.050 6.553 1.927
C 4.560 -0.265 -0.574
N 0.808 1.361 -4.527
C 0.907 4.635 -2.185
C -6.994 -5.893 -1.278
H -5.248 -3.491 0.342
H -4.197 -3.824 6.789
C -3.119 -1.960 6.943
C -2.651 -0.848 6.250
H 1.839 7.337 0.550
C 0.147 4.741 -0.947
N -4.834 -4.330 -3.065
H 1.084 -0.747 -7.131
H 3.974 -2.370 -1.795
H -2.933 -2.054 8.004
C 0.871 3.774 -4.394
N 3.698 0.374 -0.994
C -1.589 3.988 0.362
H -6.817 -4.003 -2.999
H -0.655 -0.740 2.337
N -5.044 -5.043 -4.198
C 4.678 2.756 1.506
H 1.334 3.586 4.665
H 1.849 -4.549 -1.750
H -0.152 -3.428 -0.736
H 7.202 -2.174 -0.586
H 2.889 -1.602 -3.740
C 3.873 2.234 2.696
H 1.748 -3.667 0.728
C 2.868 4.613 2.671
H -3.536 0.997 -0.102
N -2.838 -4.840 -3.786
N 0.490 -2.648 -0.671
H 3.881 -3.720 -2.926
C 1.235 2.607 -6.567
H 1.359 5.960 -6.979
H 3.304 -4.489 -0.767
H -7.821 -7.658 -0.369
C 2.339 6.440 -1.337
C 2.551 -3.864 -1.258
C -4.041 -2.821 4.904
H 6.530 -0.161 1.577
N -0.892 3.887 -0.740
C -4.775 -3.877 4.212
H 5.633 1.292 3.491
C 1.264 4.998 -6.487
H 5.361 1.972 1.175
H -2.101 -0.075 6.772
*
```

These are the Mulliken partial charges, in e, on atoms 1 to 99:
1. O -0.267
2. N 0.199
3. C -0.749
4. H 0.335
5. C -0.876
6. H 0.179
7. C -0.348
8. C 0.008
9. H 0.443
10. C -1.006
11. H 0.531
12. O 0.641
13. H 0.338
14. C -0.123
15. C -0.760
16. H 0.203
17. C -1.402
18. H 0.384
19. H -0.085
20. C -1.033
21. H 0.349
22. N -0.463
23. C 0.786
24. C -0.517
25. C 1.885
26. H 0.432
27. C -0.887
28. O -0.265
29. C -1.005
30. C 1.109
31. C -0.458
32. H 0.531
33. C -0.919
34. H 0.411
35. C -1.953
36. H 0.505
37. C -0.392
38. N -0.349
39. H 0.318
40. C -0.184
41. H 0.345
42. B -1.312
43. N -0.329
44. H 0.585
45. C -0.258
46. H 0.446
47. C -0.799
48. H 0.338
49. H 0.421
50. C -0.546
51. H 0.032
52. H 0.272
53. H 0.379
54. H 0.816
55. N -0.865
56. C -0.602
57. C -1.621
58. H 0.541
59. H 0.261
60. H 0.323
61. Cs 1.179
62. C -0.476
63. C 0.194
64. H 0.630
65. H 0.515
66. C 0.082
67. C 0.048
68. N 1.181
69. H 0.395
70. C 1.154
71. H 0.327
72. C 0.512
73. N -0.090
74. C -0.850
75. C -2.381
76. N -0.519
77. H 0.323
78. H 0.308
79. H 0.409
80. C 0.178
81. N 0.138
82. C 0.546
83. C -0.545
84. H 0.788
85. H 0.512
86. C -0.640
87. C -0.867
88. H 0.318
89. C -0.085
90. N 0.871
91. H 0.359
92. H -0.331
93. H 0.390
94. C -0.131
95. N -0.416
96. C -0.393
97. H 0.381
98. H 0.441
99. N -0.905

Most stable structure - 1; separation to the second - 10.8 kcal/mol.

1.
Here is one molecule with the formula C2H3BrN2O2 from the Open Molecules 2025 dataset. Energies are from the ωB97M-V functional and the def2-TZVPD basis.

Results
highest occupied orbital energy: -0.400 Ha
SMILES: C/C(Br)=N/[N+](=O)[O-]

```
! wB97M-V def2-TZVPD RIJCOSX def2/J DEFGRID3
* xyz 0 1
H 0.291 -2.150 -0.292
H 0.346 -1.804 1.408
Br -1.454 -0.203 -1.347
N 0.626 2.043 -0.311
O -0.188 2.886 0.039
C -0.216 -1.668 0.567
H -1.290 -1.822 0.629
C -0.177 -0.173 0.127
N 0.567 0.853 0.342
O 1.496 2.039 -1.161
*
```

Formally, the Mulliken partial charges of the atoms, in units of the elementary charge, are as follows:
1. H 0.332
2. H 0.317
3. Br -0.146
4. N 1.003
5. O -0.513
6. C -0.982
7. H 0.384
8. C 0.602
9. N -0.481
10. O -0.517

2.
Here is C2H3BrN2O2 as an isolated structure from the Open Molecules 2025 dataset. Energies are from the ωB97M-V functional and the def2-TZVPD basis.

Results
highest occupied orbital energy: -0.326 Ha

```
! wB97M-V def2-TZVPD RIJCOSX def2/J DEFGRID3
* xyz 0 1
N 0.588 -0.833 -1.060
H -2.002 -0.339 -0.359
Br 1.823 0.830 2.374
O 1.584 -0.069 -0.563
C -0.547 0.392 0.826
H -1.269 0.658 1.637
H 0.823 -1.258 -1.971
C 0.781 0.303 0.982
O -0.497 0.038 -1.509
N -1.283 0.277 -0.357
*
```

Formally, the Mulliken partial charges of the atoms, in units of the elementary charge, are as follows:
1. N -0.291
2. H 0.252
3. Br -0.062
4. O -0.298
5. C 0.024
6. H 0.339
7. H 0.302
8. C 0.097
9. O -0.245
10. N -0.118

Most stable structure - 1; separation to the second - 56.1 kcal/mol.